Here is a cluster of 2 separate species, C26H31BBr2N in total in a non-equilibrium geometry from OMol25. Energies are from the ωB97M-V functional and the def2-TZVPD basis.

Element x y z (Å)
Br1 -4.40803 4.46891 -2.44145
Br2 8.59986 3.86522 -2.02780
N1 -1.53455 -2.02001 0.73939
C1 -3.01064 -3.96976 0.53951
C2 -0.96891 -2.41523 -1.67841
C3 4.41759 2.55442 -0.27696
C4 -1.82538 3.27140 -2.31060
C5 -2.79535 3.98002 -1.59531
C6 1.92018 2.36375 -0.28423
C7 -0.72818 -4.38380 1.19331
C8 -1.43981 3.84123 0.40231
C9 5.63290 2.30103 0.42154
C10 -1.83429 -1.62757 -0.70829
C11 -0.46853 3.05909 -0.28240
C12 -1.73659 -3.50023 0.84030
C13 -2.58104 4.29991 -0.24828
C14 4.52313 3.16409 -1.56300
C15 -2.57405 -1.34380 1.62542
C16 6.86550 2.66222 -0.10336
C17 3.15975 2.26380 0.34711
C18 -1.01453 -5.76284 1.25408
C19 0.71181 2.55480 0.38372
C20 -3.29578 -5.33111 0.60120
C21 -2.29486 -6.22910 0.96373
C22 5.76230 3.53267 -2.08340
C23 -1.67790 -0.13666 -0.91502
C24 -2.55627 -1.85285 3.05619
C25 6.93366 3.30144 -1.34970
C26 -0.66660 2.84549 -1.67169
B1 -0.05593 -1.45274 1.15402
H1 -2.51088 -7.29598 1.01477
H2 0.18768 -1.79935 2.30660
H3 1.90209 2.33475 -1.36695
H4 -3.79995 -3.27275 0.24291
H5 -2.83246 -2.90934 3.11864
H6 0.78293 -1.96324 0.41654
H7 -2.38164 -0.26681 1.59511
H8 5.57790 1.81745 1.39463
H9 -3.30543 -1.28840 3.62150
H10 -1.97815 3.04014 -3.36388
H11 5.82629 4.01398 -3.05705
H12 -4.30683 -5.68364 0.36577
H13 -3.31700 4.89962 0.28106
H14 -1.58780 -1.70848 3.54069
H15 -3.55552 -1.52290 1.17484
H16 3.17158 2.02043 1.40734
H17 -1.90729 0.12173 -1.95697
H18 -2.33265 0.45633 -0.26425
H19 0.71461 2.54876 1.47751
H20 -1.26390 -2.13709 -2.69827
H21 -0.64763 0.18633 -0.73502
H22 0.08889 -0.17074 1.07318
H23 0.26585 -4.01057 1.41469
H24 0.09654 -2.18383 -1.56678
H25 0.11106 2.35037 -2.25173
H26 3.61660 3.37133 -2.12679
H27 -0.22046 -6.46055 1.53477
H28 7.78053 2.46691 0.45172
H29 -2.88321 -1.88803 -0.87793
H30 -1.10467 -3.49838 -1.58352
H31 -1.24655 4.12819 1.43496

The charge is +1. Its electronic energy is -6236.67261 Ha. The calculation puts the maximum force at 1.42 eV/Å.

natural (NBO) population analysis, charges in e, atoms 1 to 4:
1 Br 0.146
2 Br 0.159
3 N -0.425
4 C -0.197